(1)
68
Properties=species:S:1:pos:R:3:forces:R:3 method="wB97M-V/def2-TZVPD" multiplicity=8 total_charge=+1 de_lowest_kj_mol=1706.9 homo_lumo_gap_ev="4.319 / 2.762" largest_force_ev_per_a=8.90 energy_ha=-5044.85914 s2=16.12 lumo_energy_ev="-5.92 / -5.98"
C -1.980 -3.969 3.647 0.04 -0.12 -1.50
C -1.593 -4.759 2.225 4.39 -3.33 -0.32
O -0.447 -5.444 2.050 -7.50 4.66 1.08
O -2.604 -4.724 1.149 3.15 1.51 1.28
C -2.095 -3.698 0.204 0.23 1.54 -0.76
C -2.476 -2.175 0.678 -1.43 0.16 -0.88
C -1.869 -1.066 -0.417 0.54 -0.91 1.37
C -0.579 -0.310 0.282 0.52 -0.62 0.76
C -0.936 1.120 0.997 -1.98 -0.75 -0.21
N -0.118 2.299 0.587 0.05 -0.89 0.31
C 0.006 2.581 -0.856 1.44 0.68 -1.55
C -1.212 2.229 -1.861 -0.36 0.63 -1.38
C -0.676 1.535 -3.285 -2.28 0.30 0.42
N -0.082 0.172 -3.007 1.85 1.51 -1.73
C 1.322 0.020 -3.557 -1.13 -2.63 1.69
C 1.972 -1.299 -2.761 1.07 -1.93 0.43
C 3.179 -1.123 -1.652 -1.17 -3.72 -0.65
C 3.761 -2.441 -0.869 -3.30 -0.19 -2.97
C 3.101 -3.919 -1.211 -1.17 3.60 -1.76
C 1.899 -4.069 -2.315 1.01 3.26 0.45
C 1.300 -2.758 -3.126 2.61 -0.95 2.90
O 0.182 -2.956 -4.097 2.10 0.03 2.87
C 1.063 2.598 1.447 -0.16 1.73 1.72
C 0.498 3.533 2.715 0.03 -0.98 0.54
C -0.651 4.611 2.264 -0.15 -0.98 0.43
C -2.144 4.140 2.769 -0.80 0.83 -0.09
Br -0.215 6.327 3.278 -0.24 -0.95 -0.86
P 1.888 1.074 2.296 3.38 -1.61 -3.75
O 2.701 0.224 1.240 -2.37 1.67 2.61
C 2.287 3.449 0.779 4.58 4.89 -2.55
O 2.492 4.755 1.106 -1.89 -7.56 -1.36
O 3.252 2.907 -0.227 -4.84 1.19 4.06
H -1.742 -4.694 4.535 -0.46 1.57 -1.79
H -1.301 -2.994 3.667 -1.35 -2.24 0.10
H -3.115 -3.633 3.590 2.48 -0.89 0.22
H -0.927 -3.755 0.115 -2.17 -0.18 0.06
H -2.590 -3.842 -0.873 1.01 -0.02 2.54
H -3.663 -2.090 0.625 2.49 -0.29 0.26
H -2.181 -1.907 1.780 -0.32 -0.64 -2.19
H -2.768 -0.359 -0.669 1.98 -1.20 0.14
H -1.465 -1.687 -1.334 -1.04 1.39 1.57
H -0.221 -1.039 1.157 -0.57 1.43 -1.98
H 0.351 -0.188 -0.424 -2.00 -0.21 1.26
H -0.990 0.957 2.179 0.38 0.78 -2.63
H -2.065 1.361 0.692 2.33 -0.41 0.74
H 0.196 3.753 -0.993 -0.24 -2.53 0.43
H 0.994 2.053 -1.264 -1.86 0.98 0.62
H -1.730 3.246 -2.211 1.02 -2.21 0.89
H -2.065 1.543 -1.478 1.74 1.17 -0.43
H -1.665 1.368 -3.932 2.19 0.59 1.19
H 0.019 2.261 -3.885 -1.04 -1.39 1.17
H -0.717 -0.611 -3.296 1.18 0.92 0.20
H 1.993 0.976 -3.384 -3.03 -1.49 1.68
H 1.350 -0.229 -4.722 -0.07 0.54 1.35
H 3.619 -0.045 -1.393 -1.30 -2.42 -0.40
H 4.607 -2.296 -0.058 -2.06 -0.39 -1.89
H 3.524 -4.850 -0.633 -1.11 2.00 -1.40
H 1.387 -5.115 -2.577 1.43 2.50 0.81
H -0.353 -3.764 -3.816 1.25 1.42 -0.28
H 1.384 3.995 3.345 -1.89 -0.76 -1.67
H -0.024 2.746 3.446 0.90 1.69 -1.41
H -0.651 4.858 1.120 0.23 -0.45 2.43
H -2.903 4.089 1.858 1.68 0.02 1.85
H -2.566 4.967 3.509 0.87 -1.88 -1.61
H -2.172 3.118 3.338 0.30 1.90 -1.19
H 2.884 1.633 3.220 -1.41 -0.23 -0.29
H 0.942 0.232 3.003 0.41 1.00 -0.11
Eu 3.395 1.078 -4.709 1.80 -0.13 -0.84


(2)
65
Properties=species:S:1:pos:R:3:forces:R:3 method="wB97M-V/def2-TZVPD" multiplicity=4 total_charge=+1 de_lowest_kj_mol=58.7 homo_lumo_gap_ev="7.342 / 7.145" largest_force_ev_per_a=3.87 energy_ha=-5090.06942 s2=3.77 lumo_energy_ev="-2.91 / -3.38"
V 0.057 0.509 0.300 -0.34 -3.18 -1.69
C 6.312 -0.050 3.894 -0.21 -0.02 0.16
C 5.085 -0.094 4.809 0.16 0.03 0.11
C 5.225 -1.292 5.754 0.01 0.15 -0.14
C 5.056 1.205 5.628 0.05 -0.17 -0.10
C 3.784 -0.197 4.030 0.01 -0.03 -0.33
C 3.764 -0.232 2.643 0.05 0.05 0.02
C 2.547 -0.241 2.000 -0.51 -0.08 0.14
Br 2.463 -0.170 0.064 0.73 -0.19 0.25
C 1.302 -0.254 2.638 1.57 0.00 0.81
O 0.199 -0.256 1.932 -0.86 -0.56 1.16
C 1.326 -0.224 4.058 -0.09 0.02 -0.34
C 2.556 -0.200 4.694 0.01 -0.02 -0.13
C 0.006 -0.164 4.819 -0.14 0.00 -0.02
C -0.750 1.112 4.407 0.06 -0.14 -0.06
C 0.202 -0.130 6.338 -0.01 0.01 -0.30
C -0.840 -1.396 4.471 0.06 0.11 -0.07
H 7.207 0.073 4.500 0.08 -0.01 0.05
H 6.261 0.792 3.206 0.04 0.08 -0.11
H 6.419 -0.973 3.328 0.03 -0.08 -0.12
H 6.168 -1.225 6.291 0.11 -0.02 0.12
H 5.214 -2.225 5.196 -0.01 -0.13 -0.04
H 4.420 -1.316 6.483 -0.12 -0.05 0.12
H 5.995 1.320 6.164 0.11 0.05 0.11
H 4.249 1.196 6.355 -0.10 0.05 0.11
H 4.925 2.065 4.974 -0.01 0.12 -0.04
H 4.667 -0.244 2.061 0.18 0.05 -0.06
H 2.571 -0.171 5.769 -0.02 0.02 0.19
H -0.153 1.995 4.634 0.03 0.12 0.03
H -1.682 1.178 4.965 -0.14 0.05 0.07
H -0.986 1.100 3.340 0.01 0.04 0.13
H 0.751 0.756 6.648 0.10 0.09 0.09
H 0.724 -1.016 6.688 0.10 -0.09 0.08
H -0.770 -0.106 6.823 -0.11 0.01 0.05
H -1.038 -1.438 3.402 -0.03 -0.08 0.03
H -1.788 -1.355 5.001 -0.15 -0.02 0.11
H -0.317 -2.302 4.768 0.01 -0.14 0.03
N -0.032 4.790 -2.563 -0.07 -0.02 -0.27
C 0.172 4.227 -1.360 0.05 -0.12 0.47
C 0.091 2.838 -1.152 -0.05 0.14 -0.25
N 0.256 2.317 0.068 0.39 3.84 -0.29
C 0.542 3.159 1.082 0.13 -0.02 0.42
C 0.625 4.519 0.855 -0.01 -0.20 -0.13
N 0.433 5.054 -0.338 -0.07 0.08 -0.35
H -0.128 4.238 -3.396 0.02 0.07 0.01
H 0.106 5.782 -2.639 0.02 0.04 -0.07
H -0.097 2.141 -1.966 -0.05 0.13 0.01
H 0.722 2.715 2.056 -0.08 0.05 -0.08
H 0.855 5.210 1.653 0.02 -0.04 0.16
C -4.692 -1.659 1.098 0.06 -0.01 0.03
C -4.369 -0.451 0.240 0.19 -0.06 0.49
S -2.955 0.492 0.963 -1.77 0.68 -0.51
O -1.848 0.157 -0.014 0.41 -0.42 -0.60
C -3.432 2.204 0.435 0.06 -0.12 0.46
C -3.339 3.149 1.618 0.04 -0.03 0.04
H -5.490 -2.234 0.634 -0.01 -0.04 -0.03
H -5.029 -1.353 2.086 0.00 -0.04 0.08
H -3.823 -2.304 1.205 0.03 -0.10 0.05
H -5.235 0.199 0.159 0.01 0.20 -0.01
H -4.028 -0.743 -0.751 0.10 0.18 -0.08
H -4.439 2.180 0.028 0.01 -0.05 -0.11
H -2.720 2.482 -0.345 -0.05 -0.26 -0.03
H -4.029 2.849 2.403 -0.01 0.05 0.13
H -3.591 4.163 1.315 -0.03 0.04 -0.04
H -2.327 3.156 2.023 0.01 0.03 0.10


(3)
69
Properties=species:S:1:pos:R:3:forces:R:3 method="wB97M-V/def2-TZVPD" multiplicity=2 homo_lumo_gap_ev="5.346 / 5.498" largest_force_ev_per_a=3.21 energy_ha=-5176.04955 s2=0.86 lumo_energy_ev="-2.34 / -2.35"
Mn -0.095 1.214 1.565 -2.17 -0.55 0.43
C -3.638 3.025 3.801 -0.07 -0.21 0.04
C -2.365 2.296 3.507 -1.34 -0.70 -2.83
S -2.266 1.542 1.946 0.74 1.18 1.14
C -1.326 2.204 4.376 2.98 -1.08 0.40
C -1.350 2.769 5.761 -0.02 0.03 -0.04
S 0.095 1.336 3.900 -1.03 0.62 0.00
H -4.266 3.009 2.913 -0.11 0.07 0.09
H -3.436 4.062 4.064 0.02 0.10 0.05
H -4.175 2.558 4.625 -0.07 0.04 0.12
H -1.787 3.765 5.772 -0.07 0.06 0.01
H -0.342 2.824 6.157 0.05 0.01 0.07
H -1.938 2.127 6.417 -0.11 0.00 0.05
C -0.790 -3.399 1.125 0.09 0.23 0.05
C 0.255 -2.318 1.386 0.17 -0.49 0.49
C 1.621 -2.796 0.893 -0.28 0.19 0.07
C 0.300 -1.997 2.879 -0.08 0.08 -0.38
O -0.112 -1.098 0.721 0.30 -0.05 0.80
Si -0.445 -0.875 -0.890 0.16 2.29 0.14
S -0.701 1.232 -0.692 -0.26 -0.51 -0.35
O 0.812 -1.228 -1.854 -0.04 -0.53 0.08
C 1.603 -0.508 -2.810 0.34 0.15 -0.26
C 0.698 0.070 -3.894 0.09 -0.19 0.26
C 2.374 0.626 -2.138 -0.23 -0.20 -0.13
C 2.568 -1.537 -3.404 -0.28 0.23 0.17
O -1.742 -1.770 -1.199 -0.18 -0.18 0.06
C -2.343 -2.417 -2.319 -0.23 -0.26 -0.24
C -2.811 -1.362 -3.317 0.10 -0.11 0.30
C -1.326 -3.364 -2.956 -0.16 0.17 0.16
C -3.541 -3.189 -1.761 0.30 0.19 -0.12
H -0.596 -4.242 1.783 -0.01 -0.15 0.01
H -0.751 -3.724 0.090 -0.02 -0.14 -0.06
H -1.786 -3.010 1.320 -0.12 0.00 0.05
H 1.873 -3.732 1.384 0.06 -0.13 0.04
H 2.398 -2.068 1.115 0.08 0.10 0.01
H 1.589 -2.952 -0.181 0.08 -0.07 -0.12
H 0.585 -2.876 3.452 0.05 -0.09 0.05
H -0.680 -1.658 3.214 -0.01 0.02 0.04
H 1.025 -1.205 3.068 0.06 -0.02 0.07
H -0.022 0.747 -3.439 -0.07 0.12 -0.05
H 0.172 -0.729 -4.410 -0.10 -0.09 -0.11
H 1.292 0.619 -4.618 0.05 0.10 -0.12
H 1.671 1.323 -1.685 0.13 0.00 0.04
H 2.956 1.161 -2.884 0.14 0.04 -0.11
H 3.049 0.233 -1.382 0.07 -0.06 0.11
H 2.013 -2.336 -3.889 -0.05 -0.12 -0.04
H 3.189 -1.962 -2.620 0.06 -0.06 0.09
H 3.211 -1.063 -4.139 0.12 0.07 -0.13
H -1.984 -0.709 -3.571 0.12 0.13 -0.16
H -3.597 -0.757 -2.877 -0.10 0.13 0.07
H -3.192 -1.826 -4.223 -0.05 -0.08 -0.13
H -0.422 -2.815 -3.191 0.14 0.00 -0.11
H -1.718 -3.814 -3.864 -0.12 -0.04 -0.10
H -1.072 -4.161 -2.261 0.07 -0.12 0.10
H -4.254 -2.500 -1.315 -0.07 0.07 0.04
H -3.218 -3.892 -0.998 0.07 -0.11 0.09
H -4.030 -3.740 -2.557 -0.12 -0.10 -0.14
Cl 5.396 4.479 -1.125 0.36 0.09 -0.16
C 3.945 4.067 -0.292 -0.35 -0.16 0.18
C 3.747 2.760 0.128 0.03 0.19 -0.05
C 2.550 2.462 0.737 -0.42 1.05 -0.08
Cl 2.138 0.875 1.270 1.24 -0.69 -0.13
C 1.515 3.401 0.960 0.91 0.00 -0.40
O 0.398 3.053 1.501 -0.88 0.12 0.57
C 1.804 4.730 0.565 0.04 -0.68 0.02
Cl 0.628 5.940 0.868 -0.24 0.23 0.02
C 2.984 5.047 -0.074 0.11 -0.17 0.06
H 4.502 2.008 -0.030 0.07 -0.09 -0.04
H 3.156 6.059 -0.403 0.04 0.10 -0.02


(4)
68
Properties=species:S:1:pos:R:3:forces:R:3 method="wB97M-V/def2-TZVPD" total_charge=+1 de_lowest_kj_mol=62.2 homo_lumo_gap_ev=4.185 largest_force_ev_per_a=2.42 energy_ha=-7097.14309 lumo_energy_ev=-4.53
Yb 2.102 0.448 -1.954 -0.58 -0.02 0.40
N 3.740 2.350 -1.419 1.07 -0.93 0.41
C 4.256 2.374 -0.036 -0.41 0.20 0.20
C 3.113 2.164 0.968 -0.49 1.23 -0.19
N 2.419 0.892 0.863 0.24 0.17 -0.51
C 3.178 -0.211 1.449 0.09 -0.55 -0.69
C 3.553 -1.162 0.323 1.06 0.54 0.75
N 2.353 -1.677 -0.220 -0.91 -0.17 -1.59
H 4.492 2.558 -2.069 -0.02 -0.08 -0.01
H 3.077 3.076 -1.535 -0.89 0.99 -0.24
H 4.746 3.330 0.209 -0.13 -0.22 -0.02
H 5.004 1.598 0.082 0.16 -0.19 -0.06
H 2.367 2.986 0.795 0.53 -0.64 0.18
H 3.501 2.284 1.981 0.17 0.27 0.10
H 1.470 0.978 1.194 0.07 -0.10 0.16
H 2.622 -0.761 2.190 -0.54 -0.18 0.33
H 4.070 0.111 1.959 0.40 0.50 0.17
H 4.269 -1.923 0.610 0.18 -0.28 0.50
H 4.107 -0.573 -0.418 -0.17 -0.02 -0.25
H 1.767 -2.154 0.429 -0.36 -0.12 0.90
H 2.544 -2.370 -0.921 0.15 -0.11 -0.57
Cl -1.564 2.993 -4.456 -0.33 -0.10 -0.92
C -1.113 3.310 -2.800 0.80 0.43 0.30
C -0.013 2.328 -2.407 -0.03 -0.75 0.80
O 1.062 2.432 -3.030 0.39 -0.13 0.07
O -0.196 1.461 -1.480 0.07 0.60 -0.30
H -2.023 3.240 -2.226 0.09 0.08 0.40
H -0.656 4.316 -2.763 -0.47 -0.43 0.09
C -3.047 0.503 3.693 -0.53 0.13 -0.18
Ge -1.417 0.786 2.625 -0.69 -1.00 0.61
C 0.047 0.121 3.684 0.53 0.16 0.46
C -1.393 2.670 2.351 0.64 0.11 -0.35
Ge -1.958 -0.734 0.807 0.34 0.94 -0.41
C -3.192 -0.192 -0.492 -0.53 0.49 -0.14
C -4.113 -1.175 -0.879 0.13 0.55 -0.73
C -4.975 -0.901 -1.915 -0.62 0.30 -1.64
C -4.913 0.322 -2.587 0.04 -0.41 0.44
C -4.117 1.334 -2.106 0.25 0.29 0.13
C -3.264 1.101 -1.067 0.96 -0.40 1.11
C -1.330 -2.485 0.522 0.86 -0.83 0.05
C -1.095 -3.355 1.601 -0.15 0.93 0.76
C -0.450 -4.559 1.445 0.15 -0.45 0.30
C 0.094 -4.857 0.217 -0.14 0.96 -0.98
C -0.058 -3.979 -0.858 0.02 -0.30 0.24
C -0.789 -2.814 -0.747 -0.51 -0.23 1.22
H -3.005 1.296 4.452 -0.19 -0.20 -0.11
H -3.195 -0.455 4.197 0.34 0.04 -0.07
H -3.941 0.658 3.062 0.34 0.14 0.31
H -0.001 0.567 4.689 -0.24 -0.20 -0.23
H 1.049 0.350 3.336 0.07 0.00 -0.29
H -0.052 -0.955 3.764 0.08 -0.23 0.18
H -0.838 2.962 3.256 -0.35 0.45 -0.30
H -2.425 3.007 2.350 0.08 0.32 0.04
H -0.852 2.988 1.455 -0.17 0.09 0.21
H -4.101 -2.159 -0.478 0.09 -0.66 0.45
H -5.646 -1.619 -2.396 0.28 -0.18 0.71
H -5.427 0.486 -3.510 -0.57 -0.07 -0.21
H -4.093 2.307 -2.543 -0.16 0.42 -0.53
H -2.562 1.896 -0.771 -0.37 -0.63 0.07
H -1.319 -3.039 2.633 -0.31 -0.19 -0.57
H -0.339 -5.228 2.290 0.09 0.07 -0.06
H 0.708 -5.688 -0.014 0.29 -1.02 0.41
H 0.436 -4.260 -1.771 -0.05 0.20 -0.41
H -0.911 -2.162 -1.574 -0.04 0.51 -0.77
O 1.002 -1.238 -3.213 -1.19 0.53 0.59
C 2.071 -1.801 -3.492 -0.26 -1.33 -2.01
O 3.188 -1.473 -3.062 0.92 0.33 0.55
H 1.977 -2.627 -4.270 0.42 0.41 0.75